Record 1
Entry from OMol25: an isolated molecule of C21H25NO5 (ωB97M-V with the def2-TZVPD basis set).

Properties
- 2S+1 = 1
- highest occupied orbital energy (eV) = -7.79
- frontier orbital gap (eV) = 8.239
- structure (SMILES) = Cc1c(C)c2c(OCC(=O)NC3CC3)cc3c(c2oc1=O)CCC(C)(C)O3
- energy above the lowest of the compared OMol25 structures with the same formula, charge and spin (kcal/mol) = 17.8
- energy (a.u.) = -1246.187369

Each line ends with the natural charge from an NBO analysis.
Cartesian coordinates (Å):
C (4.01219, 3.45686, -2.45340)  -0.647
C (3.01969, 2.35620, -2.21754)  -0.168
C (2.70386, 1.86323, -0.98754)  0.104
C (1.74024, 0.79233, -0.87735)  -0.159
C (1.09936, 0.37516, -2.05584)  0.353
C (0.09023, -0.58990, -2.07938)  -0.118
C (-0.29588, -1.16029, -0.87598)  0.351
C (0.35787, -0.80608, 0.30715)  -0.367
C (1.36178, 0.13895, 0.32463)  0.366
O (2.05207, 0.45044, 1.45723)  -0.488
C (1.53226, 0.05128, 2.69609)  -0.159
C (0.14728, 0.67102, 2.94867)  0.651
O (-0.26334, 1.61599, 2.31654)  -0.604
N (-0.54020, 0.06881, 3.94313)  -0.606
C (-1.83466, 0.51153, 4.35584)  -0.066
C (-2.84080, -0.49069, 4.82967)  -0.426
C (-2.20782, 0.46135, 5.80518)  -0.428
H (-2.80463, 1.26373, 6.20833)  0.223
H (-1.48543, 0.06448, 6.50254)  0.211
H (-3.87446, -0.34542, 4.55957)  0.223
H (-2.54434, -1.52801, 4.87081)  0.212
H (-2.15623, 1.34684, 3.74891)  0.250
H (-0.13894, -0.70868, 4.44399)  0.393
H (1.50148, -1.04254, 2.79402)  0.186
H (2.23317, 0.45134, 3.43653)  0.221
H (0.02476, -1.30184, 1.20328)  0.222
O (-1.26926, -2.08957, -0.75806)  -0.500
C (-2.12210, -2.29816, -1.89130)  0.269
C (-3.17967, -1.19065, -1.92559)  -0.640
H (-3.81936, -1.26754, -1.04955)  0.217
H (-2.70794, -0.21168, -1.91394)  0.221
H (-3.79127, -1.28167, -2.81889)  0.214
C (-2.78635, -3.65510, -1.65618)  -0.611
H (-3.30121, -3.65126, -0.69926)  0.216
H (-3.50290, -3.86226, -2.44545)  0.212
H (-2.03712, -4.44241, -1.64044)  0.215
C (-1.28478, -2.32583, -3.17575)  -0.425
C (-0.54493, -1.00723, -3.37457)  -0.430
H (-1.22722, -0.22791, -3.72415)  0.215
H (0.22826, -1.11380, -4.13747)  0.236
H (-0.55786, -3.13686, -3.08758)  0.211
H (-1.93080, -2.53735, -4.02762)  0.218
O (1.42344, 0.89114, -3.26193)  -0.464
C (2.38942, 1.84179, -3.42032)  0.755
O (2.63621, 2.19660, -4.55121)  -0.590
C (3.31892, 2.44669, 0.24324)  -0.650
H (2.53767, 2.70008, 0.95578)  0.244
H (3.97441, 1.71898, 0.71712)  0.234
H (3.89015, 3.33858, 0.01107)  0.216
H (3.67287, 4.39291, -2.01130)  0.216
H (4.98558, 3.20594, -2.03567)  0.215
H (4.11634, 3.60045, -3.52611)  0.254

Record 2
Entry from OMol25: a structure of composition C21H26AsN3O4RuS in a non-equilibrium geometry (ωB97M-V with the def2-TZVPD basis set).

Properties
- 2S+1 = 1
- highest occupied orbital energy (alpha / beta) (eV) = -14.35 / -14.46
- frontier orbital gap (alpha / beta) (eV) = 5.108 / 5.266
- charge = +2
- energy above the lowest of the compared OMol25 structures with the same formula, charge and spin (kcal/mol) = 42.2
- energy (a.u.) = -4009.335311

Each line ends with the natural charge from an NBO analysis.
Cartesian coordinates (Å):
Ru (0.09940, -0.80916, -0.24276)  0.767
C (4.40995, -1.38120, -0.61913)  -0.211
C (4.74327, -1.75142, 0.66892)  -0.107
C (3.76158, -1.75739, 1.65141)  -0.189
C (2.48098, -1.38386, 1.32055)  0.164
N (2.15344, -1.00915, 0.05611)  -0.442
C (3.10044, -1.01809, -0.88982)  0.089
C (1.32954, -1.44338, 2.26378)  0.200
C (1.35391, -1.63275, 3.62768)  -0.188
C (0.14349, -1.70761, 4.31026)  -0.106
C (-1.07063, -1.64279, 3.63468)  -0.194
C (-1.04566, -1.46069, 2.26959)  0.199
N (0.14187, -1.31648, 1.65176)  -0.380
C (-2.17719, -1.48598, 1.29497)  0.094
C (-3.45335, -1.95968, 1.57645)  -0.019
C (-4.42766, -2.07662, 0.54487)  -0.239
C (-4.08264, -1.82383, -0.73103)  -0.062
C (-2.68045, -1.44575, -1.07578)  0.190
N (-1.83735, -1.09973, 0.06142)  -0.376
H (5.14538, -1.38364, -1.41277)  0.261
H (5.75583, -2.04619, 0.91138)  0.257
H (3.99448, -2.06767, 2.66225)  0.247
H (2.78743, -0.73744, -1.88400)  0.226
H (2.29309, -1.72068, 4.15795)  0.254
H (0.14746, -1.83593, 5.38534)  0.259
H (-2.00879, -1.73142, 4.16560)  0.252
H (-3.70034, -2.25926, 2.58634)  0.249
H (-5.43142, -2.39819, 0.79062)  0.266
H (-4.76967, -1.96281, -1.55730)  0.260
H (-2.65511, -0.61659, -1.77377)  0.222
C (1.66737, 2.51577, 0.84244)  -0.619
C (1.41550, 2.57691, -0.66066)  -0.717
As (-0.08594, 1.45828, -1.17785)  1.253
C (-0.51587, 1.83086, -3.04248)  -0.683
C (0.22706, 3.04881, -3.57010)  -0.622
C (-1.55367, 2.24273, -0.15712)  -0.693
C (-1.65850, 3.75524, -0.32628)  -0.630
H (2.57256, 3.06731, 1.09544)  0.249
H (1.79465, 1.49066, 1.18981)  0.196
H (0.84380, 2.95949, 1.40497)  0.217
H (2.28264, 2.23916, -1.22532)  0.241
H (1.19612, 3.59145, -0.97777)  0.251
H (-1.59548, 1.96320, -3.06249)  0.241
H (-0.27920, 0.93780, -3.61483)  0.265
H (-0.00282, 3.95239, -3.01042)  0.217
H (-0.08229, 3.20997, -4.60246)  0.255
H (1.30539, 2.90379, -3.56545)  0.221
H (-1.41042, 1.95618, 0.88174)  0.235
H (-2.45543, 1.74168, -0.51305)  0.228
H (-0.78902, 4.27000, 0.08489)  0.220
H (-2.53849, 4.12547, 0.19981)  0.250
H (-1.76173, 4.04026, -1.37386)  0.218
O (-0.43633, -3.53232, -3.17642)  -0.816
S (-0.53587, -2.63298, -2.10446)  2.573
O (0.17629, -2.95221, -0.83934)  -0.882
O (-0.17608, -1.19567, -2.37601)  -0.924
O (-2.10553, -2.59884, -1.72826)  -0.689

Record 3
Entry from OMol25: a structure of composition C21H26AuClN4O2S (ωB97M-V with the def2-TZVPD basis set).

Properties
- 2S+1 = 2
- highest occupied orbital energy (alpha / beta) (eV) = -0.70 / -3.59
- frontier orbital gap (alpha / beta) (eV) = 2.975 / 5.868
- ⟨S²⟩ = 0.764
- charge = -1
- energy above the lowest of the compared OMol25 structures with the same formula, charge and spin (kcal/mol) = 2.5
- energy (a.u.) = -2179.374924

Each line ends with the natural charge from an NBO analysis.
Cartesian coordinates (Å):
Au (-0.62570, 2.42638, 3.22118)  0.473
O (0.99344, 2.70891, 1.33568)  -0.805
N (0.61818, 3.78293, 0.61004)  -0.082
C (1.22921, 3.93624, -0.64330)  -0.167
C (0.88995, 4.97863, -1.46611)  -0.231
C (-0.06798, 5.91612, -1.08870)  -0.384
C (-0.66605, 5.74109, 0.20440)  -0.328
C (-0.31569, 4.70670, 1.03133)  0.023
S (-1.05032, 4.59571, 2.64725)  -0.352
H (1.97339, 3.18948, -0.86385)  0.196
H (1.39642, 5.05225, -2.42323)  0.194
H (-0.34672, 6.73865, -1.73120)  0.190
H (-1.41720, 6.42982, 0.56770)  0.206
C (-1.42708, -2.23941, 0.67451)  -0.621
C (-0.23361, -3.16436, 0.39694)  -0.073
C (-0.42535, -3.71766, -1.02201)  -0.613
C (-0.28990, -4.35866, 1.35958)  -0.625
C (1.15631, -2.43001, 0.53140)  0.297
O (2.20117, -3.25351, 0.00183)  -0.740
C (1.17034, -1.03225, -0.10110)  -0.452
C (1.22592, -0.89569, -1.63812)  -0.421
C (0.10572, -0.02437, -2.16713)  -0.031
C (-0.15254, 1.23188, -1.61706)  -0.198
C (-1.20353, 2.01144, -2.07483)  -0.212
C (-1.99427, 1.52970, -3.10787)  -0.026
Cl (-3.31507, 2.50051, -3.70319)  -0.023
C (-1.76261, 0.28943, -3.67260)  -0.251
C (-0.71396, -0.48380, -3.19323)  -0.214
C (1.64026, -2.29412, 1.99586)  -0.232
N (0.85795, -1.38593, 2.81260)  -0.186
C (0.85030, -0.05852, 2.72515)  0.218
N (-0.11151, 0.42532, 3.47795)  -0.553
C (-0.66891, -0.67458, 4.05266)  0.160
N (-0.10006, -1.79786, 3.67950)  -0.293
H (-2.33872, -2.84152, 0.69623)  0.209
H (-1.55044, -1.49078, -0.11026)  0.221
H (-1.36316, -1.72406, 1.63110)  0.219
H (-1.35118, -4.29663, -1.04613)  0.211
H (0.38286, -4.38958, -1.31783)  0.204
H (-0.53109, -2.92626, -1.76214)  0.211
H (-1.18997, -4.94284, 1.15539)  0.205
H (-0.33650, -4.04457, 2.40090)  0.225
H (0.57399, -5.01313, 1.22106)  0.212
H (2.17453, -3.19307, -0.95748)  0.472
H (2.02840, -0.49215, 0.30428)  0.215
H (0.28760, -0.50412, 0.25294)  0.245
H (1.17030, -1.85595, -2.15632)  0.189
H (2.19290, -0.46734, -1.90852)  0.224
H (0.43850, 1.62188, -0.78988)  0.265
H (-1.40623, 2.97228, -1.61918)  0.260
H (-2.39882, -0.06989, -4.47041)  0.217
H (-0.53461, -1.45998, -3.63129)  0.199
H (2.66157, -1.91741, 1.95910)  0.225
H (1.65977, -3.26064, 2.48722)  0.236
H (1.50974, 0.54217, 2.11537)  0.275
H (-1.49995, -0.62687, 4.73383)  0.214

Record 4
Entry from OMol25: a structure of composition C21H26BrIMnN6O2S (ωB97M-V with the def2-TZVPD basis set).

Properties
- 2S+1 = 2
- highest occupied orbital energy (alpha / beta) (eV) = -13.47 / -13.38
- frontier orbital gap (alpha / beta) (eV) = 8.291 / 8.203
- ⟨S²⟩ = 0.839
- charge = +2
- energy above the lowest of the compared OMol25 structures with the same formula, charge and spin (kcal/mol) = 0.0
- energy (a.u.) = -5715.303248

Each line ends with the natural charge from an NBO analysis.
Cartesian coordinates (Å):
Mn (-0.08291, -0.42295, 0.66219)  0.985
N (-0.02581, -5.06841, -0.41791)  -0.741
C (-0.36454, -3.93124, 0.18339)  0.387
S (0.67088, -2.58180, 0.00189)  -0.245
N (-1.47493, -3.92850, 0.92639)  -0.575
C (-1.96294, -2.78764, 1.63380)  0.125
C (-2.30541, -1.64825, 0.90907)  -0.284
C (-2.75821, -0.52570, 1.58883)  -0.178
C (-2.91374, -0.56210, 2.97617)  -0.206
C (-2.60672, -1.71522, 3.67360)  -0.180
C (-2.11554, -2.83531, 3.00230)  -0.172
H (0.79346, -5.08868, -1.00097)  0.433
H (-0.57995, -5.90674, -0.34645)  0.415
H (-1.98167, -4.79508, 1.04171)  0.421
H (-2.28585, -1.66547, -0.17374)  0.254
H (-3.07207, 0.34392, 1.02645)  0.235
H (-3.30689, 0.29955, 3.49937)  0.236
H (-2.74125, -1.75421, 4.74649)  0.241
H (-1.85328, -3.73338, 3.54777)  0.233
Br (-1.05712, 2.23930, -3.42028)  0.080
C (-1.89866, 3.18622, -2.00928)  -0.051
C (-2.57946, 4.33911, -2.36631)  -0.238
C (-3.18120, 5.11937, -1.39027)  -0.139
C (-3.08371, 4.76534, -0.05212)  -0.212
C (-2.38590, 3.62442, 0.29785)  -0.161
C (-1.79880, 2.80813, -0.67150)  -0.167
C (-1.12975, 1.57278, -0.19525)  0.745
O (-0.55815, 1.55342, 0.94760)  -0.767
O (-1.10237, 0.50008, -0.86503)  -0.692
H (-2.63654, 4.62383, -3.40729)  0.246
H (-3.72094, 6.01029, -1.68145)  0.239
H (-3.54804, 5.37490, 0.71029)  0.237
H (-2.29927, 3.33388, 1.33623)  0.225
N (3.80095, 2.23803, -0.87252)  -0.493
C (3.05651, 1.43828, -1.91329)  -0.237
C (1.71283, 1.02114, -1.34811)  -0.258
N (1.83034, 0.25183, -0.09742)  -0.612
C (2.58582, 1.01596, 0.90700)  -0.257
C (3.95232, 1.46086, 0.41039)  -0.236
H (3.28960, 3.10498, -0.68745)  0.436
H (4.71869, 2.51367, -1.22672)  0.449
H (3.68897, 0.58454, -2.15795)  0.229
H (2.94092, 2.06180, -2.79792)  0.257
H (1.16916, 0.44223, -2.09075)  0.275
H (1.11234, 1.91004, -1.14629)  0.220
H (2.32020, -0.61918, -0.29968)  0.384
H (2.72114, 0.41112, 1.80228)  0.254
H (1.97387, 1.87809, 1.18469)  0.228
H (4.59856, 0.61411, 0.17809)  0.230
H (4.45528, 2.10024, 1.13354)  0.252
I (1.40480, -2.07504, 6.48449)  0.262
C (0.85818, -1.03551, 4.80179)  -0.298
C (0.41398, 0.26652, 4.72160)  -0.028
N (0.16600, 0.51769, 3.42589)  -0.324
N (0.40204, -0.56010, 2.65761)  -0.368
C (0.83363, -1.50677, 3.48393)  -0.037
H (0.26010, 1.00921, 5.48639)  0.253
H (-0.23548, 1.33534, 2.98601)  0.451
H (1.10719, -2.47737, 3.10328)  0.241